This record from the Open Molecules 2025 dataset describes a cluster of 10 separate species, C13H46O13 in total at a distorted geometry. The level of theory is wB97M-V/def2-TZVPD.

The geometry in XYZ format:
```
72
Properties=species:S:1:pos:R:3:forces:R:3
O -9.366 15.126 -28.316 -0.537 -0.276 0.670
O -19.021 13.559 -25.547 1.409 -0.473 0.450
O -16.552 10.138 -23.378 0.538 0.427 -0.135
O -11.270 8.481 -28.504 -0.394 -0.491 -0.870
O -14.954 11.220 -25.553 1.890 1.414 -0.237
O -13.577 12.348 -22.974 -1.335 1.536 -1.812
O -10.018 11.004 -24.997 -0.383 -0.841 1.033
O -11.564 10.577 -22.394 -0.532 1.231 -0.543
O -12.188 17.086 -23.824 -0.420 -0.556 0.975
O -15.653 12.936 -21.337 -0.647 -0.418 0.620
O -10.594 15.661 -25.630 0.312 -0.779 -0.907
O -12.819 7.275 -26.620 -0.439 -0.735 0.414
O -13.335 11.278 -30.097 1.207 -1.695 -0.755
C -10.249 11.149 -22.535 0.873 -1.022 0.054
C -13.572 12.844 -24.301 0.107 -0.195 2.520
C -13.439 12.310 -29.222 -1.659 2.003 0.699
C -11.319 15.083 -26.738 0.765 0.142 0.534
C -15.847 14.336 -21.360 0.135 0.059 -0.905
C -17.951 12.611 -25.270 -1.065 0.449 -0.133
C -13.643 11.617 -25.258 -0.457 -1.481 -2.722
C -12.581 7.388 -25.232 0.093 0.410 0.117
C -10.740 15.472 -28.119 0.058 0.945 0.122
C -12.854 16.140 -22.979 -1.157 0.122 -0.532
C -9.543 10.502 -23.726 0.077 0.453 0.024
C -10.653 9.541 -27.842 -0.046 -1.018 0.249
C -15.585 9.536 -22.545 0.944 -1.288 0.484
H -18.222 11.938 -24.457 -0.242 -0.203 -0.109
H -15.041 8.775 -23.104 -0.144 0.046 -0.396
H -8.456 10.581 -23.679 0.076 0.406 0.155
H -9.742 10.924 -21.596 0.429 0.088 -0.110
H -11.299 15.084 -28.971 -0.527 -0.453 0.313
H -12.248 15.665 -22.207 0.240 0.141 -0.139
H -9.852 9.840 -28.519 -0.070 0.681 0.460
H -16.591 14.695 -20.648 0.262 -0.457 0.265
H -12.584 12.523 -28.580 0.472 -0.654 -0.402
H -9.796 11.936 -25.052 0.310 0.169 -0.051
H -11.305 13.998 -26.635 0.204 -0.396 -0.051
H -11.215 16.074 -25.026 -0.026 0.456 -0.026
H -10.226 12.233 -22.644 -0.799 0.053 0.045
H -13.554 7.577 -24.779 0.169 0.486 0.574
H -17.058 10.709 -22.796 -0.322 0.337 -0.043
H -10.827 16.555 -28.210 -0.097 0.223 0.197
H -9.722 9.435 -23.601 -0.289 -0.127 -0.790
H -13.738 16.605 -22.543 0.192 0.214 0.509
H -19.744 13.107 -25.988 0.042 -0.194 -0.010
H -11.394 10.293 -27.570 0.188 0.712 -0.278
H -14.818 10.194 -22.137 -0.211 0.522 -0.051
H -13.678 13.248 -29.724 0.292 0.391 -0.231
H -14.094 11.188 -30.678 -0.059 0.277 0.170
H -15.434 11.006 -24.749 -1.114 -0.904 1.391
H -12.610 13.336 -24.442 0.305 -0.173 -0.775
H -13.182 11.841 -26.220 -0.088 0.352 -0.001
H -16.001 8.981 -21.703 -0.397 0.211 0.026
H -12.827 11.761 -22.857 1.078 -0.920 0.546
H -17.062 13.129 -24.910 -0.142 0.524 -0.192
H -13.601 6.719 -26.623 -0.070 -0.160 -0.965
H -12.184 6.493 -24.753 0.209 -0.186 -0.265
H -14.918 12.724 -21.917 0.024 0.078 0.174
H -11.865 8.049 -27.886 -0.125 -0.191 -0.092
H -13.051 10.801 -24.841 0.022 -0.093 0.668
H -14.305 12.200 -28.571 -0.244 -0.273 0.570
H -17.680 12.044 -26.161 -0.024 -0.081 -0.012
H -14.887 14.835 -21.226 -0.071 0.309 0.264
H -9.023 15.767 -28.942 0.184 -0.061 0.024
H -16.238 14.596 -22.344 -0.066 0.408 -0.208
H -10.271 9.144 -26.902 0.619 0.389 0.205
H -13.354 15.401 -23.605 0.509 -0.342 -0.210
H -14.386 13.539 -24.508 -0.105 -0.198 0.334
H -11.861 8.200 -25.130 -0.166 0.091 0.426
H -12.352 15.386 -26.567 -0.277 0.141 -0.925
H -12.357 17.911 -23.363 0.470 0.450 -0.449
H -11.493 9.697 -22.017 0.039 -0.013 0.054
```
Positions in Å, forces in eV/Å.

Calculated values
- orbital gap (alpha / beta) (hartree) = 0.3310 / 0.0808
- energy (eV) = -40829.3970
- maximum force (eV/Å) = 3.13
- total charge = +1
- multiplicity = 2

Charges computed using Mulliken, reported in e: O -0.525; O -0.531; O -0.529; O -0.593; O -0.166; O -0.194; O -0.313; O -0.548; O -0.597; O -0.539; O -0.590; O -0.522; O -0.500; C -0.341; C -0.329; C -0.318; C 0.262; C -0.532; C -0.326; C 0.312; C -0.060; C -0.648; C -0.362; C -0.620; C -0.351; C -0.500; H 0.219; H 0.074; H 0.397; H 0.358; H 0.280; H 0.301; H 0.343; H 0.336; H -0.048; H 0.216; H -0.183; H 0.295; H 0.347; H 0.046; H 0.306; H 0.363; H 0.301; H 0.467; H 0.315; H -0.016; H 0.214; H 0.391; H 0.301; H 0.319; H 0.460; H -0.298; H 0.413; H 0.121; H 0.024; H 0.311; H 0.350; H 0.434; H 0.441; H 0.158; H 0.193; H 0.293; H 0.155; H 0.320; H 0.244; H 0.191; H -0.147; H 0.416; H -0.118; H 0.424; H 0.358; H 0.276